Density functional theory data (ωB97M-V/def2-TZVPD) for a 9-piece molecular cluster, H18O9 overall at a distorted geometry.

Its orbital gap is 10.10 eV. The SMILES is O.O.O.O.O.O.O.O.O. The value obtained for the total energy is -18718.155 eV. Its charge is 0. The value obtained for the HOMO energy is -10.2 eV. As for the multiplicity: 1. The relative energy (zero: lowest compared OMol25 entry of this formula, charge and spin) is 3.9803 eV. The largest force on an atom is 8.29 eV Å⁻¹.

```
27
H18O9 (ωB97M-V/def2-TZVPD)
O 33.915 36.506 11.629
H 33.045 36.092 11.403
H 33.750 37.521 11.785
O 33.647 34.585 16.416
H 34.127 34.384 15.494
H 32.830 34.171 16.334
O 31.641 36.286 14.129
H 32.467 36.254 13.898
H 31.657 37.306 14.333
O 28.887 35.548 14.443
H 28.564 35.171 13.555
H 29.807 35.798 14.173
O 29.083 38.590 14.531
H 28.929 37.657 14.687
H 28.529 38.793 13.863
O 31.363 33.638 15.035
H 31.127 34.633 14.725
H 30.576 33.409 15.545
O 34.707 36.990 16.128
H 34.293 37.664 16.683
H 34.294 36.038 16.057
O 31.193 39.321 11.514
H 31.177 38.655 12.089
H 32.101 39.535 11.290
O 31.864 39.039 14.711
H 30.918 38.920 14.657
H 31.860 39.835 14.049
```